C51H48Br2N9O5Yb as an isolated structure. Source: the Open Molecules 2025 dataset; level of theory: ωB97M-V/def2-TZVPD.

Geometry as XYZ:
```
116
Properties=species:S:1:pos:R:3
Yb 0.62 -0.66 0.73
C 3.05 0.01 -4.05
C 3.41 1.45 -3.72
C 4.09 2.26 -4.61
C 4.37 3.60 -4.28
C 3.79 4.17 -3.15
C 3.13 3.38 -2.18
C 2.47 3.97 -0.96
C 3.07 1.97 -2.47
N 2.75 1.11 -1.42
C 3.65 0.16 -1.03
O 4.64 -0.23 -1.73
C 3.66 -0.42 0.35
C 4.73 -1.27 0.80
C 4.92 -1.43 2.13
C 4.00 -0.78 2.98
C 2.98 -0.01 2.50
N 2.76 0.12 1.17
C 2.20 0.82 3.48
O 2.70 0.90 4.62
N 1.11 1.50 3.08
C 0.57 2.32 4.06
C -0.12 1.78 5.20
C -0.43 0.31 5.30
C -0.36 2.67 6.24
C 0.00 3.99 6.22
C 0.62 4.52 5.12
C 0.85 3.70 4.00
C 1.36 4.41 2.76
H 2.64 -0.14 -5.09
H 2.26 -0.28 -3.36
H 3.84 -0.73 -3.87
H 4.35 1.90 -5.59
H 5.02 4.16 -4.95
H 3.76 5.25 -3.01
H 2.79 5.03 -0.80
H 2.67 3.29 -0.11
H 1.38 3.95 -1.04
H 5.36 -1.71 0.04
H 5.72 -2.09 2.57
H 4.16 -0.79 4.08
H 0.52 -0.22 5.39
H -0.99 -0.13 4.48
H -0.97 0.15 6.26
H -0.87 2.34 7.18
H -0.25 4.67 7.05
H 0.84 5.59 4.97
H 1.48 3.70 1.95
H 2.33 4.90 2.99
H 0.63 5.20 2.52
O -3.04 -1.13 -2.99
C -2.05 -1.16 -3.92
C -2.40 -0.99 -5.29
C -1.53 -1.57 -6.19
C -0.25 -1.98 -5.77
C 0.14 -1.99 -4.49
C -0.74 -1.45 -3.52
C -0.28 -1.42 -2.06
O -0.64 -0.56 -1.19
N 0.53 -2.48 -1.86
N 0.57 -2.78 -0.57
C 0.17 -4.03 -0.33
C -0.97 -4.67 -0.89
C -0.95 -6.07 -0.93
C -1.94 -6.79 -1.59
C -3.06 -6.10 -2.11
C -3.07 -4.73 -2.07
C -2.12 -3.97 -1.39
O -2.41 -2.75 -1.11
H -2.81 -1.77 -2.23
H -3.38 -0.55 -5.52
H -1.87 -1.81 -7.20
H 0.43 -2.53 -6.44
H 1.06 -2.42 -4.09
H 0.89 -4.67 0.21
H -0.12 -6.53 -0.39
H -1.97 -7.85 -1.59
H -3.85 -6.63 -2.64
H -3.86 -4.12 -2.45
Br -5.98 -0.58 3.38
C -4.13 -0.60 2.88
C -3.59 0.53 2.29
C -2.26 0.50 1.76
N -1.57 -0.63 1.78
C -2.02 -1.68 2.48
C -3.37 -1.75 2.97
C -1.07 -2.66 2.94
C -1.41 -3.87 3.62
C -0.38 -4.56 4.24
Br -0.78 -6.02 5.39
C 0.97 -4.22 4.02
C 1.24 -3.19 3.13
N 0.23 -2.39 2.67
H -4.06 1.47 2.08
H -1.93 1.40 1.25
H -3.84 -2.72 3.23
H -2.46 -4.24 3.65
H 1.75 -4.79 4.55
H 2.23 -2.96 2.70
N -2.14 1.79 -2.42
C -1.37 3.06 -2.61
C -1.75 4.07 -1.54
N -2.95 3.72 -0.79
C -4.13 3.09 -1.39
C -3.66 1.97 -2.36
H -1.81 1.23 -1.61
H -1.87 1.12 -3.19
H -1.62 3.57 -3.58
H -0.33 2.81 -2.66
H -1.92 5.07 -2.02
H -0.89 4.26 -0.91
H -3.21 4.46 -0.17
H -4.75 3.84 -1.88
H -4.71 2.62 -0.59
H -3.95 2.31 -3.39
H -4.28 1.09 -2.15
```

Summary:
E in eV: -248925.4972
Energy relative to the best compared isomer or geometry (same formula, charge and spin) in kcal/mol: 0.0
Total charge: 0
<S²>: 0.75
E_HOMO (alpha / beta) in eV: -6.89 / -6.89
2S+1: 2
LUMO (alpha / beta) in eV: -1.9 / -1.9
Frontier orbital gap (alpha / beta) in eV: 5.0 / 5.0